Below is an isolated ion of composition C4H13N3 and charge +1, with properties calculated with ωB97M-V with the def2-TZVPD basis set.

Last column: Mulliken charge in e.
Atoms and positions in Å:
N -0.10 1.70 2.45  -0.5756
N 1.71 -2.11 -1.00  -0.4717
N -0.01 0.92 0.22  -0.0384
C -0.86 1.40 1.26  -0.5487
C 1.43 -0.72 -0.86  -0.9201
C 0.00 -0.41 -0.32  0.3913
C -1.16 -0.49 -1.35  -1.3251
H -1.19 -1.46 -1.82  0.3857
H -0.97 0.25 -2.11  0.3835
H 0.33 0.84 2.80  0.2406
H -1.74 0.76 1.43  0.3964
H 0.46 1.65 -0.30  0.3706
H -0.73 2.02 3.17  0.2727
H 1.57 -0.12 -1.75  0.4094
H 2.11 -0.16 -0.21  0.3696
H -2.10 -0.27 -0.87  0.4106
H -1.27 2.32 0.94  0.4031
H 1.28 -2.67 -0.28  0.2801
H 1.51 -2.43 -1.94  0.2850
H -0.28 -1.02 0.53  0.2811

Properties
Electronic energy (eV): -8820.429
Total charge: +1
F_max (eV Å⁻¹): 1.57
HOMO energy (alpha / beta) (eV): -13.6 / -13.5
Gap between HOMO and LUMO (alpha / beta) (eV): 10.74 / 5.80
LUMO (alpha / beta) (eV): -2.837 / -7.656
Energy relative to the best compared isomer or geometry (same formula, charge and spin) (kJ/mol): 55.5
Multiplicity: 2